Here is 16 unconnected molecules or ions with the total composition C102H208N10O17 from the OMol25 dataset. Energies are from the ωB97M-V functional and the def2-TZVPD basis.

LUMO: -7.618 eV
M: 1846.8 g/mol

The geometry in ORCA input format:
```
! wB97M-V def2-TZVPD RIJCOSX def2/J DEFGRID3
* xyz 4 1
C 1.964 5.676 -1.773
C 0.668 6.412 -1.826
C -0.424 5.568 -2.484
N -1.481 6.332 -3.195
C -2.572 5.366 -3.703
C -1.983 4.428 -4.686
C -1.289 5.137 -5.924
C -0.423 6.330 -5.468
C -1.021 7.205 -4.318
C -2.229 7.177 -2.196
H 1.902 4.690 -1.250
H 2.638 6.342 -1.200
H 2.339 5.463 -2.753
H 0.740 7.384 -2.267
H 0.421 6.530 -0.792
H -0.866 4.813 -1.821
H -0.050 4.975 -3.302
H -2.983 4.856 -2.879
H -3.393 5.932 -4.149
H -1.313 3.729 -4.160
H -2.812 3.820 -5.042
H -0.655 4.445 -6.481
H -2.057 5.520 -6.671
H 0.573 6.004 -5.182
H -0.224 7.037 -6.310
H -0.363 7.986 -3.932
H -1.867 7.785 -4.688
H -2.654 6.472 -1.557
H -3.000 7.708 -2.722
H -1.574 7.928 -1.790
C 5.047 -1.852 0.943
C 5.239 -2.364 2.349
C 5.822 -3.771 2.227
N 5.793 -4.735 3.364
C 6.203 -6.066 2.664
C 7.629 -6.263 2.410
C 8.471 -5.960 3.683
C 8.059 -4.528 4.123
C 6.633 -4.407 4.556
C 4.387 -4.930 3.806
H 5.911 -1.632 0.362
H 4.492 -0.916 0.932
H 4.492 -2.590 0.373
H 4.379 -2.376 3.033
H 5.949 -1.671 2.825
H 6.799 -3.675 1.755
H 5.204 -4.245 1.460
H 5.539 -5.986 1.813
H 5.899 -6.922 3.368
H 7.936 -5.644 1.620
H 7.783 -7.293 2.126
H 9.537 -5.874 3.418
H 8.413 -6.729 4.467
H 8.253 -4.031 3.184
H 8.789 -4.079 4.811
H 6.173 -3.503 5.003
H 6.546 -5.262 5.234
H 4.082 -3.974 4.193
H 4.461 -5.700 4.528
H 3.794 -5.213 2.947
C -1.862 -2.738 -6.596
C -2.968 -2.316 -5.645
C -3.811 -1.177 -6.229
N -5.214 -1.046 -5.668
C -5.311 -0.886 -4.171
C -4.712 0.438 -3.730
C -5.100 1.730 -4.387
C -5.145 1.519 -5.926
C -5.820 0.169 -6.307
C -5.979 -2.225 -6.131
H -2.299 -3.231 -7.486
H -1.106 -3.442 -6.163
H -1.241 -1.903 -6.982
H -2.598 -1.946 -4.714
H -3.673 -3.109 -5.404
H -3.875 -1.314 -7.289
H -3.268 -0.269 -6.228
H -4.874 -1.771 -3.634
H -6.372 -0.847 -3.939
H -3.630 0.424 -4.001
H -4.776 0.466 -2.678
H -4.425 2.529 -4.084
H -6.133 2.070 -4.207
H -4.130 1.549 -6.343
H -5.680 2.296 -6.526
H -5.745 -0.079 -7.347
H -6.912 0.057 -6.132
H -5.514 -3.121 -5.728
H -5.967 -2.177 -7.179
H -6.983 -2.167 -5.802
C 2.927 -9.081 1.091
C 1.491 -8.594 1.358
C 1.141 -7.530 0.241
N -0.329 -7.184 0.028
C -1.174 -8.393 -0.114
C -0.808 -9.056 -1.477
C -0.947 -8.168 -2.657
C -0.035 -7.015 -2.451
C -0.361 -6.246 -1.145
C -0.845 -6.409 1.217
H 2.929 -9.830 0.281
H 3.252 -9.528 1.981
H 3.531 -8.193 0.893
H 1.482 -8.123 2.321
H 0.812 -9.437 1.368
H 1.581 -7.852 -0.726
H 1.591 -6.595 0.542
H -1.101 -9.066 0.720
H -2.223 -8.057 -0.112
H 0.328 -9.301 -1.479
H -1.301 -10.003 -1.563
H -0.608 -8.776 -3.498
H -1.970 -7.790 -2.763
H 0.978 -7.404 -2.455
H -0.166 -6.287 -3.225
H 0.384 -5.486 -1.002
H -1.254 -5.724 -1.206
H -1.879 -6.123 0.928
H -0.213 -5.503 1.267
H -0.859 -7.030 2.077
C 1.989 6.170 2.877
C 2.468 4.828 2.341
C 2.862 3.904 3.487
N 3.650 2.668 3.184
C 3.975 1.954 4.453
C 4.831 0.745 4.118
C 6.139 1.136 3.405
C 5.833 1.942 2.133
C 4.886 3.022 2.461
C 2.821 1.789 2.284
H 2.636 6.672 3.545
H 0.995 6.059 3.319
H 1.870 6.840 2.012
H 3.263 5.063 1.677
H 1.638 4.489 1.720
H 1.974 3.498 3.992
H 3.518 4.397 4.279
H 4.584 2.623 5.045
H 3.121 1.700 5.088
H 5.098 0.218 5.080
H 4.199 0.031 3.638
H 6.597 1.851 4.136
H 6.844 0.359 3.131
H 6.678 2.500 1.755
H 5.499 1.294 1.306
H 5.303 3.762 3.145
H 4.495 3.612 1.650
H 3.452 0.928 1.976
H 2.517 2.349 1.406
H 1.921 1.402 2.825
C -2.881 2.136 4.083
C -3.832 3.278 4.189
C -3.823 3.905 5.578
C -4.566 5.161 5.618
C -3.795 6.195 4.763
C -3.873 5.842 3.286
N -3.326 4.418 3.190
O -2.793 4.071 2.250
C -2.944 6.747 2.384
C -5.316 5.917 2.723
C -5.212 2.806 3.646
H -3.083 1.433 4.912
H -1.827 2.385 4.285
H -2.869 1.589 3.149
H -2.737 4.104 5.845
H -4.271 3.194 6.233
H -4.612 5.590 6.637
H -5.640 5.036 5.286
H -2.737 6.210 5.086
H -4.191 7.190 4.820
H -3.123 6.419 1.323
H -1.915 6.613 2.693
H -3.091 7.792 2.484
H -5.321 5.324 1.766
H -5.417 6.926 2.436
H -6.229 5.581 3.291
H -6.008 3.362 3.978
H -5.463 1.814 3.932
H -5.229 2.725 2.526
C 2.569 -1.704 9.727
C 2.242 -1.493 8.199
C 1.170 -2.454 7.747
C -0.173 -2.093 8.396
C -0.655 -0.817 7.738
C 0.143 0.352 8.260
N 1.757 -0.010 8.085
O 2.449 0.813 8.167
C -0.100 0.744 9.750
C -0.019 1.590 7.422
C 3.466 -1.643 7.353
H 2.931 -2.744 9.969
H 1.707 -1.469 10.378
H 3.279 -0.866 9.919
H 1.424 -3.488 8.043
H 1.003 -2.422 6.645
H -0.093 -1.901 9.483
H -0.902 -2.872 8.147
H -1.673 -0.724 8.110
H -0.594 -0.957 6.677
H 0.646 1.451 10.123
H -0.082 -0.043 10.457
H -1.074 1.189 9.702
H -1.056 1.819 7.744
H -0.025 1.398 6.377
H 0.705 2.436 7.653
H 3.268 -1.111 6.433
H 3.625 -2.702 7.199
H 4.342 -1.262 7.856
C -2.979 -2.074 2.742
C -4.468 -2.653 2.615
C -5.269 -2.200 3.836
C -6.803 -2.439 3.755
C -7.359 -1.765 2.562
C -6.727 -1.998 1.206
N -5.212 -1.996 1.428
O -4.528 -1.282 0.814
C -7.018 -0.856 0.266
C -7.071 -3.278 0.546
C -4.512 -4.164 2.373
H -2.679 -2.352 3.755
H -2.897 -0.961 2.540
H -2.391 -2.679 2.048
H -5.133 -1.106 3.936
H -4.735 -2.613 4.691
H -7.224 -2.026 4.672
H -7.093 -3.566 3.682
H -7.395 -0.654 2.646
H -8.415 -2.012 2.338
H -6.460 -0.919 -0.645
H -6.784 0.121 0.705
H -8.075 -0.895 -0.005
H -8.083 -3.107 0.165
H -7.062 -4.128 1.196
H -6.509 -3.561 -0.381
H -3.965 -4.813 3.057
H -4.129 -4.352 1.375
H -5.597 -4.458 2.456
C 3.175 2.568 -6.142
C 3.522 2.415 -7.637
C 2.398 3.034 -8.487
C 2.390 4.584 -8.553
C 3.765 4.937 -9.207
C 4.897 4.608 -8.235
N 4.890 3.160 -7.818
O 5.834 2.588 -7.800
C 4.830 5.337 -6.920
C 6.223 4.923 -8.983
C 3.822 0.904 -8.031
H 2.211 2.048 -5.923
H 2.963 3.578 -5.823
H 3.989 2.120 -5.597
H 1.525 2.589 -8.038
H 2.547 2.666 -9.523
H 2.375 5.202 -7.640
H 1.548 4.848 -9.290
H 3.878 6.026 -9.120
H 3.953 4.513 -10.156
H 5.271 6.209 -7.216
H 5.475 4.903 -6.160
H 3.858 5.564 -6.542
H 6.336 4.153 -9.750
H 7.082 4.856 -8.317
H 6.036 5.933 -9.437
H 2.890 0.357 -8.092
H 4.447 0.472 -7.249
H 4.429 0.873 -8.966
C 1.612 -0.065 -3.344
C 0.661 -0.610 -2.175
C 1.345 -1.404 -1.085
C 0.571 -1.440 0.225
C 0.317 -0.007 0.735
C -0.629 0.662 -0.200
N 0.009 0.607 -1.676
O -0.165 1.464 -2.354
C -0.781 2.159 0.130
C -2.035 0.072 -0.393
C -0.535 -1.449 -2.658
H 2.008 0.836 -2.873
H 1.038 0.241 -4.203
H 2.362 -0.806 -3.530
H 2.317 -0.849 -0.875
H 1.608 -2.414 -1.425
H 1.250 -1.908 0.913
H -0.385 -1.944 0.016
H 1.276 0.509 0.805
H -0.104 0.057 1.718
H -1.539 2.661 -0.416
H 0.154 2.643 0.034
H -1.068 2.164 1.224
H -2.668 0.525 0.310
H -2.169 -0.981 -0.173
H -2.373 0.417 -1.343
H -0.050 -2.285 -3.201
H -1.123 -0.803 -3.282
H -1.153 -1.825 -1.893
C 1.055 -2.049 3.692
C 0.647 -0.727 4.405
O -0.299 -0.079 4.099
O 1.476 -0.462 5.422
H 0.282 -2.198 2.933
H 0.994 -2.897 4.413
H 2.135 -2.133 3.344
C 4.162 3.008 -1.896
C 3.261 2.121 -1.046
O 3.742 1.130 -0.417
O 2.025 2.379 -1.126
H 3.481 3.472 -2.629
H 4.946 2.469 -2.424
H 4.622 3.769 -1.249
C 4.022 -4.426 -1.276
C 3.140 -4.751 -0.123
O 1.889 -4.529 -0.193
O 3.633 -5.334 0.859
H 3.662 -3.831 -2.106
H 4.491 -5.262 -1.804
H 4.972 -4.009 -0.832
C -4.030 -4.879 -1.752
C -3.646 -3.551 -1.065
O -4.182 -2.470 -1.442
O -2.872 -3.637 -0.081
H -3.233 -5.116 -2.502
H -4.938 -4.901 -2.352
H -4.122 -5.645 -0.917
C -1.507 0.781 -7.256
C -0.924 0.956 -5.820
O -1.459 0.323 -4.865
O 0.083 1.680 -5.762
H -1.296 -0.163 -7.776
H -1.064 1.543 -7.903
H -2.609 0.958 -7.281
C -5.827 3.147 -1.224
C -4.567 3.758 -0.529
O -4.693 3.731 0.719
O -3.627 4.118 -1.208
H -5.847 3.730 -2.182
H -6.741 3.398 -0.714
H -5.746 2.019 -1.325
*
```

Results of the Mulliken charge analysis, in e, for atoms 1 through 8: C -1.22; C -0.53; C 0.32; N 0.47; C -0.36; C 1.25; C -0.84; C -0.36



Here is 2 unconnected molecules or ions with the total composition C14H26N4O6 from the OMol25 dataset. Energies are from the ωB97M-V functional and the def2-TZVPD basis.

LUMO: 0.093 eV
SMILES: C[N+]1(C)C[C@H](O)C[C@H]1C(=O)[O-].CNC(=O)[C@H](CC(N)=O)NC(C)=O
M: 346.4 g/mol

The geometry in ORCA input format:
```
! wB97M-V def2-TZVPD RIJCOSX def2/J DEFGRID3
* xyz 0 1
C -2.570 0.256 -4.753
N -3.507 1.065 -3.937
C -3.686 2.383 -4.576
C -4.802 0.355 -3.807
C -4.931 -0.118 -2.362
O -5.880 0.719 -1.695
C -3.546 0.074 -1.775
C -3.007 1.282 -2.538
C -1.485 1.513 -2.288
O -0.827 2.085 -3.194
O -0.999 1.110 -1.200
H -3.005 0.024 -5.730
H -1.632 0.800 -4.916
H -2.330 -0.685 -4.246
H -2.727 2.914 -4.619
H -4.390 2.994 -4.002
H -4.070 2.275 -5.595
H -4.843 -0.504 -4.483
H -5.642 1.016 -4.045
H -5.247 -1.166 -2.309
H -5.957 0.480 -0.754
H -3.570 0.254 -0.695
H -2.921 -0.805 -1.962
H -3.504 2.170 -2.136
C 4.714 -0.489 6.447
N 4.282 -0.512 5.051
C 3.025 -0.306 4.639
O 2.119 -0.080 5.437
C 2.700 -0.302 3.123
C 1.543 -1.255 2.760
C 1.024 -1.028 1.351
N 0.300 0.048 1.136
O 1.297 -1.787 0.440
N 3.803 -0.495 2.161
C 4.665 -1.511 2.105
C 5.514 -1.596 0.859
O 4.803 -2.339 2.992
H 5.803 -0.513 6.503
H 4.346 0.415 6.935
H 4.308 -1.359 6.968
H 4.937 -0.838 4.353
H 2.328 0.707 2.949
H 0.717 -1.111 3.456
H 1.879 -2.289 2.845
H -0.021 0.240 0.182
H 0.056 0.666 1.881
H 3.795 0.110 1.355
H 6.062 -0.667 0.720
H 4.864 -1.778 0.004
H 6.214 -2.424 0.964
*
```

Results of the Mulliken charge analysis, in e, for atoms 1 through 8: C -1.04; N 0.45; C -1.07; C -0.83; C 0.37; O -0.58; C -0.96; C 0.13